C6H9N in the gas phase. Source: the OMol25 dataset; level of theory: ωB97M-V/def2-TZVPD.

Last column: natural (NBO) charge in e.
Positions of all 16 atoms, in Å:
C -0.82 1.47 0.42  -0.695
C -0.96 -0.02 0.64  0.333
C 1.07 -0.46 -2.21  -0.489
C 1.33 -0.60 -0.93  0.094
C 1.45 -0.73 0.36  -0.284
C 0.23 -0.72 1.27  -0.484
N -1.99 -0.71 0.36  -0.618
H 0.17 1.72 0.03  0.232
H -0.93 1.99 1.38  0.229
H -1.58 1.85 -0.27  0.218
H 1.06 0.52 -2.68  0.220
H 0.83 -1.32 -2.82  0.226
H 2.42 -0.89 0.81  0.231
H -0.07 -1.75 1.49  0.242
H 0.48 -0.23 2.22  0.219
H -2.71 -0.12 -0.06  0.326

Output
- total energy (a.u.) = -288.70482
- LUMO energy (eV) = 0.99
- E_HOMO (eV) = -9.6
- energy above the lowest of the compared OMol25 structures with the same formula, charge and spin (kJ/mol) = 202.7
- gap between HOMO and LUMO (eV) = 10.59
- spin multiplicity = 1